[1]
Computed, not measured: a cluster of 2 separate species, C6H14N2O2 in total, with ωB97M-V/def2-TZVPD.

Structure (ORCA input):
```
! wB97M-V def2-TZVPD RIJCOSX def2/J DEFGRID3
* xyz 0 1
C -1.269 1.614 -1.845
H -1.706 1.118 -0.982
C 0.190 -0.954 2.259
H -1.928 1.468 -2.701
N -0.810 -0.198 1.671
H -1.009 2.652 -1.716
H 2.392 -1.119 -1.559
H 2.048 -0.532 3.230
O 0.327 1.285 -3.593
H -2.870 0.206 1.812
C 0.011 0.999 -2.457
O -0.020 -2.043 2.738
H -2.183 -0.560 3.220
H 1.393 -1.356 -3.031
H 1.564 0.755 2.105
H -2.456 -1.510 1.845
H 0.412 -0.174 -0.814
H 2.394 0.047 -2.951
H -0.661 0.394 0.871
C 1.814 -0.633 -2.331
N 0.720 0.115 -1.720
C -2.141 -0.521 2.133
C 1.556 -0.326 2.285
H 2.233 -0.726 1.530
*
```

Properties
Frontier orbital gap ... 10.436 eV
Calculated total energy ... -13524.5281 eV
Relative energy (zero: lowest compared OMol25 entry of this formula, charge and spin) ... 105.8 kJ/mol

=====

[2]
Computed, not measured: the molecule C4H13N3S, with ωB97M-V/def2-TZVPD.

Structure (ORCA input):
```
! wB97M-V def2-TZVPD RIJCOSX def2/J DEFGRID3
* xyz 0 1
S -1.688 -0.718 -2.250
N 0.351 -1.716 2.643
H 1.637 0.779 -0.941
H 0.783 2.274 -0.349
H -1.373 -0.569 1.958
H -1.691 -2.055 -2.687
N 0.422 0.287 1.067
N 0.358 1.642 -2.432
C 0.733 1.391 -0.940
H -1.056 -1.505 -0.060
H 1.029 -1.763 1.896
H -0.248 0.300 3.098
H -1.260 1.066 -0.078
H 0.711 1.185 1.392
C -0.301 -0.337 2.156
C -0.602 -0.885 -0.790
C -0.244 0.569 -0.212
H 0.798 -1.250 3.398
H 1.213 2.020 -2.896
H 0.126 0.640 -2.761
H 0.303 -1.355 -1.214
*
```

Properties
Frontier orbital gap ... 9.988 eV
Calculated total energy ... -19662.5858 eV
Relative energy (zero: lowest compared OMol25 entry of this formula, charge and spin) ... 215.8 kJ/mol

=====

[3]
Computed, not measured: a structure of composition C31H43AsBrIrN3O2S2Si2, with ωB97M-V/def2-TZVPD.

Structure (ORCA input):
```
! wB97M-V def2-TZVPD RIJCOSX def2/J DEFGRID3
* xyz 0 6
C 11.036 15.770 6.869
C 9.770 14.469 10.986
H 10.649 9.243 12.540
H 6.726 15.027 9.792
C 14.023 8.683 12.675
C 11.201 9.749 13.361
C 12.439 20.084 11.273
H 11.302 9.000 14.166
H 12.899 14.928 6.195
C 6.609 18.036 11.344
H 13.250 14.162 8.633
C 10.534 15.833 8.127
H 10.315 11.146 8.040
H 13.136 12.222 14.305
H 12.795 15.542 16.072
H 11.014 10.014 6.961
H 13.712 10.722 15.097
H 7.347 18.493 10.700
H 14.718 11.600 13.905
C 6.538 16.086 9.876
N 11.470 15.320 9.039
C 12.549 21.477 11.505
C 11.309 19.571 10.674
H 9.750 11.114 10.820
C 10.284 21.780 10.721
C 13.288 15.213 13.986
H 13.475 8.160 7.840
C 11.495 22.337 11.169
Ir 11.631 15.421 11.286
C 14.931 15.425 15.799
Si 12.245 9.936 9.136
H 5.593 18.281 11.039
N 6.808 16.548 11.249
H 9.336 20.027 9.949
C 15.967 15.193 14.852
C 14.358 14.965 13.060
H 6.110 16.121 11.907
O 9.946 17.735 10.169
H 9.396 22.393 10.572
C 8.175 16.147 11.767
H 7.154 16.665 9.194
C 7.776 13.634 11.968
H 10.202 8.933 10.221
H 15.187 15.659 16.807
As 12.981 11.522 10.754
H 15.090 8.937 12.680
Si 12.919 10.271 12.753
H 14.509 8.866 9.082
C 11.161 8.557 9.847
H 11.076 13.049 9.975
C 9.437 12.126 11.027
C 12.452 14.792 8.286
O 11.934 17.316 11.153
C 10.220 20.417 10.418
Br 11.869 24.153 11.249
H 13.871 8.180 11.731
H 14.167 9.755 7.593
H 6.827 18.303 12.360
H 16.983 15.184 15.214
C 13.736 9.082 8.330
H 16.488 14.645 12.823
C 11.025 18.140 10.630
H 13.301 19.462 11.473
C 10.160 13.214 10.560
H 9.543 16.194 8.409
S 13.795 14.779 11.412
N 12.268 15.109 6.973
H 13.842 7.999 13.483
H 5.489 16.235 9.656
H 13.495 21.899 11.834
C 11.259 10.759 7.714
H 8.873 16.767 11.188
H 6.832 13.783 12.504
C 8.258 12.330 11.764
H 11.885 11.560 7.280
H 10.991 7.835 9.068
C 13.598 15.403 15.352
H 10.610 16.125 5.936
S 11.633 15.220 13.418
C 8.515 14.724 11.537
H 11.641 8.053 10.697
H 8.172 16.449 12.826
H 10.599 10.585 13.767
H 7.797 11.444 12.202
C 13.701 11.302 14.174
C 15.696 14.895 13.522
*
```

Properties
Frontier orbital gap (alpha / beta) ... 2.669 / 5.338 eV
Calculated total energy ... -212551.7659 eV

=====

[4]
Computed, not measured: the molecule C4H3NO, with ωB97M-V/def2-TZVPD.

Structure (ORCA input):
```
! wB97M-V def2-TZVPD RIJCOSX def2/J DEFGRID3
* xyz 0 1
H -2.664 1.732 -0.315
C -1.797 1.107 -0.306
O 0.210 -1.665 0.400
H 0.084 -1.450 1.335
N 2.478 0.811 0.644
C 0.373 -0.464 -0.311
C 1.554 0.280 0.196
C -0.818 0.408 -0.300
H 0.581 -0.759 -1.345
*
```

Properties
Frontier orbital gap ... 11.695 eV
Calculated total energy ... -7731.2459 eV
Relative energy (zero: lowest compared OMol25 entry of this formula, charge and spin) ... 144.5 kJ/mol

=====

[5]
Computed, not measured: a structure of composition C3H4O4Pr, with ωB97M-V/def2-TZVPD.

Structure (ORCA input):
```
! wB97M-V def2-TZVPD RIJCOSX def2/J DEFGRID3
* xyz 2 4
Pr -3.373 2.309 0.767
O -0.730 1.903 0.596
O 0.253 1.023 -1.234
C 0.259 1.567 -0.034
H 3.011 -1.212 -0.595
H 1.800 0.756 -2.682
O 2.519 -1.945 -1.137
H 3.381 1.443 -0.467
O 1.483 1.595 0.450
C 2.343 1.138 -0.543
H 2.795 -1.895 -2.057
C 1.579 0.814 -1.617
*
```

Properties
Frontier orbital gap (alpha / beta) ... 6.357 / 6.412 eV
Calculated total energy ... -25415.2662 eV
Relative energy (zero: lowest compared OMol25 entry of this formula, charge and spin) ... 0.0 kJ/mol

=====

[6]
Computed, not measured: a cluster of 4 separate species, C8H20O3 in total, with ωB97M-V/def2-TZVPD.

Structure (ORCA input):
```
! wB97M-V def2-TZVPD RIJCOSX def2/J DEFGRID3
* xyz 0 1
H -1.897 -2.677 -0.127
C -2.084 2.518 -0.377
H 0.847 -3.589 -0.053
H 1.854 -0.613 2.865
H -2.606 0.429 0.305
C 3.286 -0.570 -0.053
H -3.256 -0.371 -2.073
H 3.555 -0.192 0.917
C -2.842 1.140 -0.531
H -3.907 1.277 -0.328
O 1.356 0.203 2.995
C 1.475 1.073 0.217
O -1.271 -2.412 0.526
H -2.401 3.365 -1.035
H -0.071 2.843 -1.468
H 2.107 -4.104 -0.442
H -3.060 1.144 -2.805
C -0.562 2.308 -0.505
H 0.940 0.328 2.231
H -0.442 1.147 1.194
O 1.208 -3.961 -0.803
H 1.235 -0.685 -1.121
C 1.917 -0.061 -0.416
H -1.476 0.255 -2.228
H 3.381 -1.619 0.116
H -1.454 -2.700 1.440
C 0.146 1.499 0.304
C -2.623 0.573 -1.988
H -2.327 2.742 0.764
H 4.167 -0.157 -0.652
H 2.192 1.656 0.838
*
```

Properties
Frontier orbital gap ... 9.419 eV
Calculated total energy ... -14759.5828 eV
Relative energy (zero: lowest compared OMol25 entry of this formula, charge and spin) ... 187.5 kJ/mol

=====

[7]
Computed, not measured: a cluster of 2 separate species, C4H12 in total, with ωB97M-V/def2-TZVPD.

Structure (ORCA input):
```
! wB97M-V def2-TZVPD RIJCOSX def2/J DEFGRID3
* xyz 0 1
H 1.286 2.739 2.708
H -0.826 -0.701 -1.272
H 0.824 -1.272 -1.757
H 0.163 1.563 0.030
C -0.098 -1.564 -1.281
C 0.417 2.927 1.991
H 0.095 -1.722 -0.203
C -0.589 -2.834 -1.960
H -0.492 3.214 2.590
H -0.901 1.122 1.429
H -0.948 -3.278 -1.167
C 0.254 1.503 1.235
H 0.366 -3.458 -2.381
H 1.128 0.741 1.503
H -1.426 -2.729 -2.634
H 0.835 3.595 1.248
*
```

Properties
Frontier orbital gap ... 12.387 eV
Calculated total energy ... -4340.5209 eV
Relative energy (zero: lowest compared OMol25 entry of this formula, charge and spin) ... 193.7 kJ/mol

=====

[8]
Computed, not measured: a cluster of 12 separate species, C20H59FN22O16 in total, with ωB97M-V/def2-TZVPD.

Structure (ORCA input):
```
! wB97M-V def2-TZVPD RIJCOSX def2/J DEFGRID3
* xyz 0 1
O -1.656 1.899 4.501
N 0.654 1.685 5.634
C -1.618 1.516 3.338
N -13.616 -7.432 -1.880
O 2.578 2.140 3.492
H -12.916 -7.720 -2.535
H 7.088 4.606 -6.727
H 2.531 3.811 -7.325
H 4.243 4.710 1.420
H -9.453 -5.812 -1.254
H 1.831 -1.707 7.449
N 6.132 4.818 -6.520
H 1.680 -2.231 2.371
C 4.953 2.924 -3.395
H -5.870 -1.327 -0.347
N -6.555 -2.043 -0.521
O 4.968 -0.569 1.217
H -7.495 -0.150 0.875
N 5.259 1.763 -4.036
H -0.876 3.544 -8.228
N 0.079 3.705 -7.979
O 6.437 0.059 2.854
N 4.717 2.804 -2.053
C 1.176 -2.528 5.186
H 2.954 -3.099 4.129
H 6.799 -1.192 -1.075
O 5.103 4.945 3.745
C 5.294 5.418 -7.412
H -0.261 1.781 5.219
H -3.321 -2.566 0.405
O -8.647 -2.878 -0.277
N 6.805 -1.355 -2.065
C 1.948 -1.465 3.092
O 2.503 3.523 3.132
H 1.035 -0.927 3.315
H -9.081 -0.820 1.036
H 2.747 2.100 -7.202
H -2.728 1.037 1.621
C 3.992 0.179 3.220
H 4.761 1.932 -1.561
O 4.882 4.001 -3.971
O -3.687 -0.143 0.031
H 3.660 -1.105 -2.688
H 4.071 -2.238 1.935
H -0.181 1.081 8.677
O -9.378 -4.396 -4.097
C 5.292 -0.109 2.457
H 3.050 -1.574 4.975
H 3.251 -1.600 0.490
N -12.544 -5.413 -1.555
C -3.226 -0.926 -0.792
N -8.146 -0.886 0.681
H 4.040 -0.056 4.268
C 0.851 1.414 6.955
H 3.241 -2.684 7.037
O 4.130 5.676 -7.146
H -9.320 -4.118 -1.598
N 5.179 5.067 1.478
H -2.497 -1.168 -2.736
C 3.764 -1.344 1.396
H 7.677 -1.524 -2.529
H -2.974 0.429 -2.282
C 5.717 5.229 2.726
C -13.603 -6.216 -1.241
O -14.473 -5.888 -0.455
H 4.475 -0.936 -1.170
H -0.328 0.879 1.793
H 3.221 3.952 3.636
H 1.478 1.807 5.058
N 5.840 5.712 -8.636
N -0.290 1.280 7.701
N -2.861 -0.540 -2.046
C 2.413 -2.187 4.351
H 5.440 1.805 -5.021
H 0.395 1.363 3.280
C 2.186 -2.722 7.288
N 6.983 5.731 2.761
H 5.302 0.877 -3.571
H -9.590 -6.811 -4.630
H -11.819 -5.672 -2.197
C 0.857 2.605 -7.728
O 5.695 -1.559 -4.036
O 1.966 1.285 7.441
H -6.299 -2.843 -1.068
N -9.559 -6.614 -3.648
H 0.421 4.645 -7.924
F 2.153 0.334 1.678
H 0.452 -2.998 4.534
C -9.437 -5.290 -3.273
H 7.506 5.974 1.943
H 5.665 5.299 0.633
O 1.432 -3.358 6.276
H 5.751 4.570 -5.614
H -9.599 -7.373 -2.995
H 6.790 5.512 -8.880
H -1.212 1.386 7.322
N 4.511 -1.111 -2.155
C -7.833 -1.991 -0.053
C 5.677 -1.364 -2.835
O 0.418 1.467 -7.799
N -9.402 -5.074 -1.929
N -0.431 1.216 2.730
N -3.061 -2.253 -0.512
H 7.400 5.862 3.664
H 4.588 2.084 3.901
C 3.874 1.716 3.172
N -2.735 1.351 2.576
H 4.159 2.066 2.185
C 2.963 -0.556 2.405
H -12.501 -4.515 -1.114
H 2.041 -3.292 8.190
H 5.245 6.153 -9.310
H 0.775 -1.576 5.539
H -14.378 -8.048 -1.675
H 4.475 3.638 -1.555
N 2.150 2.880 -7.394
H -3.613 1.562 3.009
H -2.699 -2.917 -1.169
*
```

Properties
Frontier orbital gap ... 8.745 eV
Calculated total energy ... -89965.8564 eV